(1)
60
Properties=species:S:1:pos:R:3 method="wB97M-V/def2-TZVPD" e_lumo_ev="-10.33 / -9.68" charge=+3 homo_ha="-0.5871 / -0.5873" gap_ev="5.65 / 6.30" multiplicity=2 total_energy_ha=-5356.978653 s_squared=0.764
V 0.0045 -0.7902 0.5262
N -0.7716 0.3018 4.4205
C 0.4647 -0.2623 4.6355
C 0.8970 -0.6846 3.4259
N -0.0756 -0.3859 2.4773
C -1.0746 0.2176 3.1301
H -1.3623 0.7193 5.1273
H 0.9154 -0.3065 5.6116
H 1.8221 -1.1643 3.1634
H -1.9829 0.5890 2.6894
N 6.2324 -0.9941 0.3899
C 4.9074 -0.9568 0.4419
C 4.1804 0.2327 0.1989
C 2.8196 0.2213 0.2489
N 2.0774 -0.8870 0.5190
C 2.7789 -2.0215 0.7765
C 4.1378 -2.1049 0.7548
H 6.7735 -0.1748 0.1641
H 6.7440 -1.8446 0.5617
H 4.6929 1.1567 -0.0305
H 2.2702 1.1338 0.0692
H 2.1950 -2.8926 1.0358
H 4.6181 -3.0478 0.9774
Br -0.0256 7.5360 0.1473
C -0.1014 5.7270 -0.2962
C 0.0598 4.7644 0.7035
C 0.0077 3.4270 0.3788
C -0.2111 3.0408 -0.9484
C -0.3674 4.0126 -1.9485
C -0.3127 5.3495 -1.6229
C -0.2805 1.6634 -1.3736
O -0.4943 1.1304 -2.4032
O 0.0035 0.7283 -0.2287
H 0.2286 5.0800 1.7232
H 0.1404 2.6847 1.1543
H -0.5178 3.7093 -2.9763
H -0.4251 6.1073 -2.3853
N -1.7105 -4.0888 0.9984
C -0.5065 -3.8704 0.4981
N 0.2565 -4.8586 0.0596
O -0.0498 -2.6642 0.4348
H -2.0975 -5.0165 1.0843
H -2.3115 -3.2949 1.1723
H -0.0480 -5.8204 0.0709
H 1.1655 -4.6540 -0.3228
C -2.0204 -2.2022 -2.4743
N -2.6884 -0.9325 -2.2864
C -3.3416 -0.2458 -3.4175
C -3.9140 1.0280 -2.7722
N -3.6813 0.7700 -1.3443
C -2.9467 -0.3177 -1.1538
S -2.4818 -0.8039 0.4570
H -2.6232 -2.8293 -3.1305
H -1.9188 -2.6990 -1.5125
H -1.0415 -2.0538 -2.9335
H -4.1135 -0.8990 -3.8259
H -2.6098 -0.0297 -4.1936
H -4.9726 1.1651 -2.9764
H -3.3690 1.9194 -3.0799
H -3.9440 1.3830 -0.5906

***

(2)
176
Properties=species:S:1:pos:R:3 method="wB97M-V/def2-TZVPD" e_lumo_ev=0.51 smiles="CCOC(=O)C(F)(F)F.CCOC(=O)C(F)(F)F.CCOC(=O)C(F)(F)F.CCOC(=O)C(F)(F)F.CCOC(=O)OC.CCOC(=O)OC.CCOC(=O)OC.CCOC(=O)OC.CCOC(=O)OC.CCOC(=O)OC.CCOC(=O)OC.CCOC(=O)OC" homo_ha=-0.3865 gap_ev=11.03 total_energy_ha=-5485.530926
C -5.7826 0.0254 -0.4253
C -5.2838 -1.1268 -1.2737
O -5.9466 -1.1946 -2.5280
C -5.4444 -0.5753 -3.5773
O -4.3145 -0.1707 -3.6873
O -6.4476 -0.3051 -4.4539
C -6.1865 0.7123 -5.3992
H -5.4445 0.9864 -0.8152
H -5.4260 -0.0400 0.6040
H -6.8687 -0.0036 -0.3229
H -5.5670 -2.0419 -0.7536
H -4.1948 -1.1342 -1.2426
H -6.4099 1.7044 -4.9867
H -6.8007 0.4744 -6.2611
H -5.1392 0.8702 -5.6598
C 9.6417 4.2712 2.9156
C 8.6864 4.6402 4.0345
O 7.8074 3.6243 4.4261
C 6.5326 3.6299 4.0165
O 6.0346 4.4869 3.3345
O 5.9470 2.5964 4.6161
C 4.5892 2.3086 4.3164
H 10.4945 3.6526 3.2076
H 10.0788 5.1837 2.5069
H 9.1912 3.7185 2.0891
H 8.1613 5.5383 3.6960
H 9.2415 5.0221 4.8937
H 3.9065 3.1559 4.3048
H 4.3268 1.5181 5.0127
H 4.5909 1.8274 3.3309
C -4.4606 -0.3232 -7.7888
C -3.4025 -1.2602 -8.4202
O -2.6706 -1.8819 -7.3777
C -1.6047 -1.2709 -6.8843
O -0.9345 -0.4576 -7.4749
O -1.3672 -1.7557 -5.6700
C -0.0631 -1.5521 -5.1526
H -5.1048 0.0522 -8.5883
H -3.9510 0.5705 -7.4183
H -5.0882 -0.6760 -6.9730
H -2.7643 -0.5968 -9.0044
H -3.8490 -1.9534 -9.1263
H -0.1237 -1.6491 -4.0723
H 0.3795 -0.5648 -5.2994
H 0.6289 -2.2567 -5.6137
C -2.5631 1.9697 -5.5237
C -3.2009 3.2632 -6.0464
O -2.9055 3.3190 -7.4167
C -3.8212 2.9494 -8.3047
O -4.8158 2.3142 -8.1136
O -3.3423 3.3210 -9.5054
C -3.9561 2.7577 -10.6804
H -2.6609 1.6676 -4.4824
H -1.5008 1.9099 -5.7590
H -3.0558 1.1856 -6.1051
H -2.9133 4.1678 -5.5080
H -4.2747 3.2056 -5.8367
H -3.7264 1.6979 -10.5933
H -3.4724 3.2447 -11.5221
H -5.0126 3.0111 -10.7494
C -2.3385 -2.7546 7.1962
C -3.5792 -3.0019 6.3084
O -3.9401 -1.7633 5.6859
C -3.2252 -1.2768 4.6880
O -2.1084 -1.6453 4.3921
O -3.9504 -0.3641 4.0567
C -3.3060 0.3157 2.9520
H -1.4654 -2.9090 6.5655
H -2.2516 -3.4397 8.0409
H -2.3269 -1.7427 7.5953
H -4.4570 -3.1983 6.9201
H -3.4654 -3.7968 5.5743
H -2.2416 0.1359 2.8695
H -3.6250 1.3504 2.8968
H -3.7525 -0.2478 2.1296
C -3.9439 -3.5666 0.9340
C -2.5855 -2.8923 0.9965
O -1.5238 -3.8213 1.0935
C -0.9728 -4.3145 0.0062
O -0.2445 -5.2614 -0.0404
O -1.3891 -3.6419 -1.0933
C -0.7983 -3.9037 -2.3438
H -4.0584 -3.9374 -0.0912
H -4.7570 -2.8788 1.1584
H -4.0223 -4.4629 1.5495
H -2.6504 -2.2128 1.8470
H -2.3988 -2.2119 0.1693
H 0.2912 -3.9505 -2.2935
H -1.1213 -3.1504 -3.0527
H -1.0725 -4.8875 -2.7330
C 0.9563 -4.3055 3.3008
C 1.7783 -5.5475 3.4265
O 2.1931 -5.7135 4.7945
C 2.6413 -6.8987 5.1683
O 2.6914 -7.9049 4.5113
O 3.0623 -6.7906 6.4234
C 3.7591 -7.8650 7.0259
H 0.5238 -4.1216 2.3213
H 1.6543 -3.4650 3.3927
H 0.1726 -4.1553 4.0423
H 2.6906 -5.5545 2.8315
H 1.1384 -6.4014 3.1885
H 3.0483 -8.6524 7.2681
H 4.2303 -7.4850 7.9312
H 4.6001 -8.1820 6.4080
C 2.1542 -0.8111 2.1211
C 0.7266 -0.4000 1.8357
O 0.5256 -0.3432 0.4262
C -0.6501 -0.1740 -0.1476
O -1.7052 0.0034 0.4492
O -0.5232 -0.3611 -1.4259
C -1.6232 -0.1814 -2.3443
H 2.8701 -0.0076 1.9352
H 2.4180 -1.7442 1.6340
H 2.3098 -0.9828 3.1856
H 0.4897 0.5329 2.3343
H 0.0354 -1.0945 2.3253
H -2.2473 -1.0727 -2.3288
H -1.1417 -0.0951 -3.3114
H -2.2249 0.6571 -2.0027
C 0.4543 3.5726 2.4058
C -0.7941 3.1925 1.6310
O -1.5134 4.4374 1.5294
C -2.7484 4.4214 1.0508
O -3.3157 3.4455 0.6726
C -3.2985 5.8318 0.8937
F -3.1422 6.1893 -0.3851
F -4.6267 5.8418 1.1129
F -2.7564 6.7348 1.6951
H 1.0569 4.1618 1.7103
H 1.1196 2.7599 2.6979
H 0.2735 4.1449 3.3125
H -1.3769 2.3688 2.0419
H -0.5233 2.8075 0.6472
C 1.5915 2.3962 -6.8247
C 0.8890 3.6672 -6.3622
O 0.2877 3.4771 -5.0585
C 1.0468 3.6860 -3.9954
O 2.2292 3.8376 -4.0037
C 0.2262 3.5837 -2.7009
F -1.0676 3.8042 -2.8800
F 0.3839 2.3753 -2.1500
F 0.6914 4.4671 -1.8256
H 1.7982 2.3309 -7.8920
H 0.9696 1.5336 -6.5745
H 2.5466 2.2170 -6.3284
H 0.0483 3.8362 -7.0306
H 1.5381 4.5383 -6.3733
C 8.1184 1.2523 0.5549
C 6.6954 1.2309 1.0957
O 5.9885 0.0785 0.6017
C 5.9127 -0.9663 1.4068
O 6.0152 -0.9433 2.5981
C 5.4538 -2.2701 0.6996
F 4.4593 -2.8017 1.3936
F 5.0431 -2.0100 -0.5386
F 6.4564 -3.1406 0.6484
H 8.0610 1.4433 -0.5180
H 8.6242 0.2973 0.6880
H 8.6626 2.0614 1.0387
H 6.1759 2.1464 0.8237
H 6.7270 1.1805 2.1847
C 1.9211 -1.8748 7.9670
C 2.1483 -1.0101 6.7477
O 1.0070 -0.1932 6.5081
C 1.1214 0.6894 5.5272
O 2.0423 0.7484 4.7661
C -0.0904 1.6623 5.4223
F -0.5224 1.7109 4.1684
F -1.0571 1.2810 6.2642
F 0.3103 2.8876 5.7720
H 1.1109 -2.5903 7.8619
H 1.7401 -1.2855 8.8663
H 2.8490 -2.4265 8.1284
H 2.3146 -1.5914 5.8340
H 3.0748 -0.4408 6.8676

***

(3)
18
Properties=species:S:1:pos:R:3 method="wB97M-V/def2-TZVPD" e_lumo_ev=3.87 charge=-1 homo_ha=-0.1516 gap_ev=8.00 total_energy_ha=-438.929276 relative_energy_ev=1.5228
C 0.1628 -0.2226 -2.1297
N -0.4489 -1.1804 -1.1789
C 1.4078 -1.7731 0.5117
C -0.0327 -1.3367 0.2269
C -0.0644 0.0926 0.9835
O -0.4509 0.0451 2.1703
O 0.5020 1.0400 0.4023
H 1.1664 0.1096 -1.8869
H -0.3934 0.7154 -2.0856
H 0.0390 -0.6578 -3.1149
H -0.2759 -2.0713 -1.6419
H 2.0987 -1.0171 0.1242
H 1.6606 -1.8267 1.5823
H 1.6810 -2.7814 0.1535
H -0.8089 -2.0093 0.6304
H -1.5481 2.3554 0.3688
H -0.6471 2.5571 -0.8037
O -1.2313 3.0388 -0.2075

***

(4)
10
Properties=species:S:1:pos:R:3 method="wB97M-V/def2-TZVPD" e_lumo_ev=0.50 smiles=OC(O)(P)S homo_ha=-0.3480 gap_ev=9.97 total_energy_ha=-931.065900 relative_energy_ev=2.6977
C -0.0235 0.1999 -0.1376
O -1.2283 0.5904 -0.6150
O -0.0829 -1.1461 0.3967
P 0.6802 1.2417 1.2614
S 1.1671 0.2729 -1.5172
H -1.9834 0.1305 -0.2150
H -0.2780 -1.7582 -0.3423
H 1.5264 0.2583 1.4500
H -0.3324 0.7163 2.0401
H 0.5548 -0.5057 -2.3211

***

(5)
71
Properties=species:S:1:pos:R:3 method="wB97M-V/def2-TZVPD" e_lumo_ev=-4.09 charge=+1 homo_ha=-0.4234 gap_ev=7.43 total_energy_ha=-2838.680732
C 4.1132 -0.8884 -0.8643
C 2.9004 -0.7228 -0.0034
O 2.6806 -1.3731 0.9752
O 2.0098 0.2798 -0.3448
C 1.0779 -0.1228 -1.3429
C -0.2851 -0.4203 -0.6721
N -1.0310 -1.2354 -1.6435
C -0.6512 -2.5984 -2.0297
C 0.3271 -3.2812 -1.0521
C -0.3578 -4.3311 -0.1717
Cl 1.5321 -4.1376 -2.0969
C -2.0338 -0.5760 -2.1124
I -3.2117 -1.3740 -3.6217
C -2.2202 0.7695 -1.4975
C -3.6454 1.1483 -0.9740
C -4.6164 -0.0008 -0.6213
C -4.6259 -0.3668 0.8454
F -4.2511 0.5510 1.7740
C -5.0025 -1.5972 1.2786
F -6.1610 -2.1255 0.9312
F -4.2746 -2.4371 1.9929
C -2.0193 1.7406 -2.6929
O -0.9506 1.2325 -3.5115
C -0.3989 2.1580 -4.4029
C 0.4341 3.2568 -3.8049
O -0.5864 2.0136 -5.5655
C -1.1186 0.8498 -0.3483
N -1.5537 0.6187 1.0113
C -0.3810 2.1939 -0.3257
C 0.3995 2.4672 0.9511
O -0.4831 3.1930 1.8341
C -0.0415 3.1191 3.1285
O -0.6834 2.6208 3.9877
H 4.3789 -1.9397 -0.8307
H 3.9154 -0.5435 -1.8741
H 4.9104 -0.3102 -0.3994
H 1.0106 0.6833 -2.0667
H 1.4616 -0.9936 -1.8810
H 0.0131 -0.9200 0.2473
H -0.1983 -2.5674 -3.0188
H -1.5324 -3.2284 -2.1114
H 0.9246 -2.5984 -0.4655
H -0.2134 -5.3125 -0.6157
H 0.0763 -4.3730 0.8222
H -1.4353 -4.1794 -0.1304
H -3.5496 1.7672 -0.0854
H -4.1506 1.7737 -1.7035
H -4.4547 -0.9061 -1.1899
H -5.6204 0.3452 -0.8908
H -2.9119 1.7297 -3.3168
H -1.8199 2.7570 -2.3634
H -0.2038 3.9373 -3.2442
H 1.1908 2.8151 -3.1606
H 0.8921 3.8060 -4.6184
H -2.0951 1.3707 1.4134
H -2.0014 -0.2760 1.1531
H 0.2386 2.3665 -1.1997
H -1.1548 2.9654 -0.3670
H 1.2257 3.1355 0.6975
H 0.7823 1.5661 1.4156
H 0.9405 3.5799 3.2966
C 3.9104 -1.1501 5.4527
C 3.7814 -0.2405 4.2524
O 5.1149 0.1727 4.0373
C 5.9296 -0.8284 4.4948
O 7.0770 -0.9301 4.2378
O 5.2240 -1.6873 5.2716
F 3.0138 0.8492 4.5180
H 3.8669 -0.5892 6.3871
H 3.1669 -1.9419 5.4745
H 3.4058 -0.7291 3.3513